[1]
118
Properties=species:S:1:pos:R:3 method="wB97M-V/def2-TZVPD" smiles="CCOC(=O)OC.CCOC(=O)OC.O=C1OCCO1.O=C1OCCO1.O=C1OCCO1.O=C1OCCO1.O=C1OCCO1.O=C1OCCO1.O=C1OCCO1.O=C1OCCO1.ClCCCl" homo_energy_ev=-9.9 total_charge=0
Cl 9.22 -4.33 20.27
Cl 9.69 -7.34 18.83
O 13.53 -5.92 13.36
O 12.98 -5.72 11.15
O 13.42 -2.84 19.98
O 15.17 -5.16 17.37
O 13.64 -6.16 25.14
O 12.55 -0.07 14.80
O 8.06 -4.55 15.72
O 15.60 -9.34 20.70
O 12.35 -0.31 17.02
O 17.04 -9.64 15.92
O 15.79 -0.51 17.58
O 15.80 -0.47 15.46
O 18.77 -4.31 14.54
O 12.73 -5.99 23.17
O 19.50 -4.01 16.77
O 12.50 -2.03 15.58
O 15.33 -8.56 15.02
O 8.63 -2.86 14.35
O 7.73 -2.49 16.39
O 15.49 -3.61 20.27
O 14.28 -4.22 12.08
O 20.67 -3.16 15.03
O 14.65 -11.18 19.76
O 14.82 -6.30 23.22
O 13.30 -6.16 18.23
O 14.98 -1.41 20.29
O 15.23 -7.09 18.54
O 15.03 -9.81 16.74
O 15.21 1.39 16.48
O 13.34 -9.39 20.44
C 13.74 -9.34 16.43
C 19.64 -3.81 15.54
C 14.10 -3.68 10.83
C 16.67 -10.21 20.52
C 13.32 -4.82 10.14
C 13.18 -5.73 21.85
C 14.51 -6.40 21.81
C 8.79 -7.04 20.32
C 15.61 0.21 16.50
C 14.02 -8.20 15.44
C 16.65 -7.21 18.34
C 14.60 -6.01 18.05
C 8.21 -3.28 15.41
C 7.17 -3.24 17.45
C 12.43 -0.76 15.88
C 13.60 -5.34 12.26
C 14.71 -2.69 20.29
C 12.78 -0.92 13.69
C 13.88 -0.62 20.10
C 16.16 -1.84 17.19
C 14.40 -9.99 20.44
C 18.35 -6.61 14.84
C 11.68 -5.52 16.54
C 12.37 -2.26 14.20
C 12.40 -5.08 17.78
C 17.77 -5.24 14.87
C 13.75 -6.10 23.92
C 21.45 -2.23 15.84
C 8.03 -5.72 20.29
C 7.51 -4.65 17.02
C 12.71 -1.62 20.06
C 16.26 -1.79 15.71
C 15.98 -11.48 20.09
C 15.89 -9.45 15.82
H 13.14 -2.99 13.97
H 17.19 -6.33 18.70
H 8.25 -5.17 17.63
H 12.45 -5.97 21.09
H 13.67 0.09 20.89
H 12.06 -1.39 19.22
H 21.39 -1.28 15.32
H 9.53 -7.09 21.12
H 18.88 -6.78 13.90
H 22.45 -2.66 15.78
H 13.93 -0.09 19.15
H 6.56 -5.19 17.00
H 16.13 -12.36 20.72
H 16.43 -11.80 19.15
H 16.89 -7.25 17.28
H 15.33 -2.50 17.42
H 21.18 -2.19 16.90
H 13.11 -9.07 17.28
H 13.32 -8.25 14.61
H 12.46 -5.86 15.85
H 17.02 -5.22 14.08
H 12.51 -4.50 9.48
H 15.73 -2.65 15.30
H 8.15 -7.92 20.35
H 15.07 -3.63 10.35
H 7.68 -3.18 18.41
H 12.25 -1.74 21.04
H 17.15 -4.92 15.72
H 12.88 -4.11 17.66
H 17.21 -10.35 21.47
H 13.80 -0.85 13.32
H 13.32 -4.65 21.79
H 17.66 -7.45 14.94
H 13.85 -7.27 15.97
H 19.06 -6.60 15.66
H 17.27 -1.73 15.32
H 14.04 -5.34 9.50
H 10.91 -4.84 16.18
H 15.21 -5.76 21.26
H 11.06 -6.36 16.85
H 12.11 -0.85 12.84
H 17.06 -8.05 18.89
H 11.59 -5.10 18.51
H 17.41 -9.93 19.77
H 17.12 -2.21 17.56
H 11.40 -2.69 13.94
H 6.09 -3.11 17.54
H 13.53 -2.75 10.87
H 7.54 -5.60 21.26
H 13.14 -10.11 15.93
H 7.28 -5.51 19.52
H 14.63 -7.41 21.43

[2]
94
Properties=species:S:1:pos:R:3 method="wB97M-V/def2-TZVPD" homo_energy_ev=-7.4 total_charge=0
Pt -0.29 0.59 0.54
Se 2.13 0.29 0.32
P -2.58 0.77 0.62
O -0.08 -0.36 2.37
O 0.04 2.45 -0.32
N -4.76 2.44 0.63
N -5.16 0.11 0.00
N -4.72 0.69 2.34
C 3.85 4.06 0.47
C 3.76 -0.42 4.07
C 3.58 -0.18 2.73
C 1.30 -0.51 4.32
C 2.59 -0.57 4.83
C 1.44 4.38 0.02
C 6.26 -0.34 3.72
C -5.48 1.52 -0.25
C 2.37 2.19 0.24
C 6.31 3.64 0.90
C -0.75 -1.87 4.89
C -3.79 -0.21 -0.38
C 0.09 -0.63 5.25
C 5.26 0.59 5.79
C 0.70 6.81 -0.05
C 5.21 4.69 0.73
C -5.44 -0.18 1.41
C 0.26 5.35 -0.11
C 1.13 -0.32 2.92
C 0.50 -0.78 6.72
C -0.48 5.15 -1.45
C -5.04 2.08 2.03
C 2.30 -0.10 2.19
C 5.29 -1.88 5.41
C -3.32 2.44 0.35
C -0.70 5.10 1.06
C 3.64 2.70 0.46
C -3.28 0.44 2.30
C -0.76 0.65 5.15
C 2.72 4.86 0.26
C 5.13 -0.51 4.73
C 5.15 5.54 2.02
C 1.24 2.97 -0.02
C 5.60 5.60 -0.45
H -0.19 7.45 -0.12
H 4.44 -0.04 2.07
H -6.10 2.25 2.21
H -1.04 0.84 4.12
H -5.17 -1.22 1.62
H 7.26 4.13 1.10
H -0.18 1.51 5.51
H -1.10 -1.82 3.86
H 6.23 -1.11 2.95
H -1.62 -1.94 5.55
H -2.82 3.16 0.99
H 5.15 1.58 5.33
H 1.36 7.06 -0.88
H 5.16 -2.69 4.68
H 6.59 6.04 -0.28
H -1.66 0.56 5.76
H 1.20 7.05 0.89
H -4.46 2.74 2.68
H 6.10 2.98 1.75
H 4.42 6.35 1.93
H -3.64 0.02 -1.44
H -1.61 5.69 0.95
H -1.32 5.85 -1.52
H 6.13 5.98 2.24
H -2.77 1.07 3.02
H 4.89 6.42 -0.57
H -0.22 5.39 2.00
H -3.07 -0.59 2.57
H -3.15 2.75 -0.68
H -0.96 4.05 1.13
H 1.05 -1.71 6.90
H 4.85 4.91 2.87
H 4.55 -2.03 6.20
H 4.46 2.01 0.63
H -0.15 -2.77 5.00
H 5.63 5.03 -1.38
H -5.25 1.77 -1.29
H -6.55 1.66 -0.08
H 7.22 -0.42 4.23
H -0.40 -0.80 7.34
H 6.22 0.64 3.24
H 1.12 0.06 7.05
H -6.51 -0.06 1.58
H 2.71 -0.74 5.89
H -0.85 4.14 -1.56
H 6.42 3.03 0.00
H 6.24 0.54 6.27
H 0.20 5.35 -2.29
H 6.29 -1.97 5.85
H 4.50 0.49 6.57
H 2.86 5.93 0.28
H -3.60 -1.28 -0.24

Result set for gap between HOMO and LUMO: 9.96 6.99 eV, one per record in the order listed.
Result set for energy relative to the best compared isomer or geometry (same formula, charge and spin): 0.0 15.4 kcal per mole, one per record in the order listed.